41
Properties=species:S:1:pos:R:3 method="wB97M-V/def2-TZVPD" total_charge=-2 homo_energy_ev=-3.1013 gap_ev=6.03 lumo_energy_ev=2.934 multiplicity=1
Cd 0.5139 -1.0428 0.5239
I 1.1770 -6.2779 -0.7439
C -0.5859 -5.2272 -0.4266
C -1.7990 -5.9203 -0.3788
C -2.9930 -5.2731 -0.1940
I -4.7465 -6.4029 -0.1576
C -3.0175 -3.8619 -0.0493
C -4.1823 -3.0831 0.1261
C -4.0923 -1.7251 0.2415
C -2.8258 -1.1226 0.1886
N -1.7290 -1.8207 0.0244
C -1.7882 -3.1657 -0.0935
C -0.4999 -3.8340 -0.2861
O 0.5721 -3.1678 -0.3329
H -1.7846 -6.9963 -0.4924
H -5.1447 -3.5761 0.1685
H -4.9738 -1.1131 0.3745
H -2.7132 -0.0498 0.2953
S -0.0406 -0.9640 2.9804
S 1.6613 0.1515 3.4419
S 3.1942 -0.9087 2.6188
S 3.0061 -0.6387 0.5567
N 1.9227 2.6447 0.2501
C 1.8062 4.0398 0.1058
C 1.9565 4.6270 -1.1498
C 1.8449 5.9999 -1.3036
C 1.5698 6.8150 -0.2147
C 1.3949 6.2285 1.0309
C 1.5075 4.8545 1.1955
S 1.6247 8.6006 -0.3802
O 3.0089 8.9466 -0.0806
O 0.6696 9.0908 0.6068
O 1.2446 8.8518 -1.7662
H 2.5607 2.2086 -0.4020
H 2.1810 2.3288 1.1781
H 2.1690 3.9965 -2.0074
H 1.9677 6.4614 -2.2751
H 1.1669 6.8668 1.8750
H 1.3693 4.4042 2.1726
O -0.9180 2.0480 0.4934
C -0.1380 1.3752 0.0288

47
Properties=species:S:1:pos:R:3 method="wB97M-V/def2-TZVPD" total_charge=-1 homo_energy_ev="-5.4704 / -5.6595" gap_ev="7.23 / 7.41" s2=0.75 lumo_energy_ev="1.761 / 1.751" multiplicity=2
Ru -0.0006 0.5228 0.2754
S 2.3376 0.6908 0.2247
C 2.1006 0.3112 1.8902
C 2.9692 0.1364 2.9634
C 2.4179 -0.1394 4.1994
C 1.0362 -0.2360 4.3567
C 0.2264 -0.0574 3.2537
N 0.7760 0.2024 2.0725
H 4.0361 0.2255 2.8141
H 3.0667 -0.2777 5.0560
H 0.5940 -0.4468 5.3199
H -0.8573 -0.1150 3.2612
O -2.2745 0.0787 2.3923
C -2.7396 0.2998 1.2781
O -2.0407 0.5349 0.2322
C -4.2412 0.2918 1.0581
C -5.0837 0.1410 2.1501
C -6.4618 0.1182 1.9869
C -7.0128 0.2370 0.7220
C -6.1533 0.3836 -0.3547
C -4.7782 0.4180 -0.2158
N -6.7379 0.5042 -1.7037
O -7.9486 0.3980 -1.8049
O -5.9801 0.5403 -2.6490
H -4.6298 0.0404 3.1272
H -7.1105 0.0046 2.8460
H -8.0793 0.2190 0.5563
H -4.1310 0.5403 -1.0718
F 1.0785 3.9374 -0.6264
B -0.1285 3.2817 -0.5953
F -0.1649 2.2157 -1.5199
F -0.2334 2.5313 0.7165
F -1.2011 4.1375 -0.7171
C 0.0815 -3.6627 -0.6636
C -0.1406 -2.1984 -1.0636
O 0.1038 -1.4095 0.0406
C 0.8474 -1.8356 -2.1931
F 2.1036 -2.1298 -1.8297
F 0.6038 -2.5154 -3.3333
F 0.8135 -0.5311 -2.4952
C -1.5929 -2.0606 -1.5872
F -1.8999 -3.0289 -2.4759
F -1.8281 -0.8897 -2.1954
F -2.4604 -2.1861 -0.5763
H 1.0704 -3.7406 -0.2188
H 0.0007 -4.3413 -1.5125
H -0.6614 -3.9267 0.0868

33
Properties=species:S:1:pos:R:3 method="wB97M-V/def2-TZVPD" total_charge=-1 homo_energy_ev="-1.8649 / -4.5295" gap_ev="3.81 / 6.47" s2=0.75 lumo_energy_ev="1.944 / 1.943" multiplicity=2
O 1.4446 -3.6080 -2.7932
N 2.0221 -2.9300 -1.9196
O 3.2275 -2.5993 -2.0087
C 1.3100 -2.4658 -0.7532
C 1.9590 -1.5691 0.1396
C 1.3154 -1.2408 1.3214
C 0.0032 -1.7664 1.6751
N -0.4564 -1.4482 2.9375
C -1.1462 -1.9228 3.9100
S -1.9002 -3.5290 3.7876
C -0.7042 -2.4691 0.6422
C -0.0655 -2.7285 -0.5543
H 2.9391 -1.1854 -0.1133
H 1.8139 -0.7162 2.1422
H -1.7229 -2.8618 0.8049
H -0.5674 -3.1652 -1.4250
C -2.9795 0.7619 4.6879
Li 0.6504 0.8613 8.1308
C -2.8072 -0.5917 4.8690
C -1.3523 -1.0511 5.0514
C -0.6813 0.3898 5.2529
C -1.6754 1.3895 5.1436
C -1.3171 2.7179 5.4485
C -0.0569 3.0503 5.9607
C 0.9076 2.0253 6.0913
C 0.5871 0.6940 5.7581
H -3.8448 1.3751 4.4851
H -3.5606 -1.3662 4.6653
H -1.1063 -1.7593 5.8324
H -2.0089 3.5324 5.2677
H 0.2261 4.0946 6.1941
H 1.9275 2.2940 6.3567
H 1.3767 -0.0811 5.9200

E_tot (computed, eV): -104919.2850; -71265.3611; -34881.9896
Energy relative to the best compared isomer or geometry (same formula, charge and spin) (computed, kJ/mol): 8.6; 54.0; 67.6